1.
71
Properties=species:S:1:pos:R:3 method="wB97M-V/def2-TZVPD" e_above_lowest_kj_mol=248.69 homo_lumo_gap_ev=7.27 total_charge=+2 e_lumo_ev=-7.470
Ti -0.273 -3.772 18.962
C 3.634 -4.482 16.551
C 3.559 -4.747 17.864
C 2.303 -5.046 18.436
C 1.204 -5.268 17.608
C 1.364 -5.247 16.171
C 2.594 -4.803 15.699
N -0.017 -5.510 18.352
C -1.175 -6.108 17.708
C -1.441 -7.506 17.708
C -2.666 -7.945 17.270
C -3.590 -7.035 16.779
C -3.329 -5.672 16.669
C -2.086 -5.241 17.136
N -1.544 -3.921 17.168
N -1.511 -3.217 16.160
C -0.518 -2.234 16.292
C -0.343 -1.482 15.188
C 0.820 -0.661 15.115
C 1.602 -0.610 16.225
C 1.286 -1.414 17.305
N 0.228 -2.265 17.318
H 4.541 -3.951 16.123
H 4.369 -4.660 18.571
H 2.127 -5.158 19.537
H 0.537 -5.446 15.524
H 2.670 -4.710 14.610
H -0.724 -8.111 18.262
H -2.900 -8.981 17.397
H -4.640 -7.339 16.550
H -4.006 -4.919 16.317
H -1.111 -1.592 14.374
H 1.045 -0.057 14.264
H 2.421 0.097 16.335
H 2.003 -1.574 18.129
C 2.767 -1.708 20.479
P 1.051 -2.321 20.747
C 0.018 -0.823 20.953
C 1.161 -3.191 22.302
H 3.352 -1.398 21.355
H 2.597 -0.843 19.841
H 3.336 -2.467 19.838
H 0.075 -0.340 19.950
H 0.364 -0.151 21.700
H -1.040 -1.089 21.125
H 1.950 -2.809 22.906
H 1.391 -4.230 22.095
H 0.253 -3.193 22.928
C 0.436 -7.557 21.172
C -0.388 -6.673 22.072
S -1.647 -5.667 21.248
O -0.663 -4.526 20.729
C -2.424 -5.093 22.773
C -3.432 -6.067 23.419
H 1.041 -8.191 21.813
H 1.114 -6.960 20.488
H -0.176 -8.198 20.569
H 0.286 -6.019 22.687
H -0.964 -7.185 22.822
H -2.919 -4.210 22.467
H -1.652 -4.885 23.463
H -4.246 -6.348 22.772
H -3.900 -5.409 24.222
H -2.944 -6.957 23.760
F -2.960 -1.851 21.563
As -3.581 -2.033 19.976
F -3.581 -3.773 20.234
F -1.691 -2.385 19.423
F -3.873 -2.279 18.318
F -3.085 -0.432 19.614
F -5.123 -1.765 20.514



2.
89
Properties=species:S:1:pos:R:3 method="wB97M-V/def2-TZVPD" e_above_lowest_kj_mol=78.94 homo_lumo_gap_ev="8.34 / 8.19" e_lumo_ev="0.333 / 0.334" multiplicity=3
Ni 0.186 -0.563 1.661
O 0.113 -1.640 3.251
H 0.292 -2.577 3.462
O 0.401 0.444 0.060
H 0.449 0.618 -0.900
C 4.584 2.426 1.211
C 4.661 0.842 0.966
O 4.660 0.085 2.132
C 3.605 -0.643 2.543
O 2.511 -0.521 2.034
C 3.898 -1.445 3.808
F 3.486 -0.881 4.909
F 3.256 -2.617 3.745
F 5.219 -1.719 3.921
H 5.358 2.885 1.826
H 3.604 2.686 1.613
H 4.539 2.853 0.209
H 5.611 0.589 0.496
H 3.814 0.600 0.325
C -3.354 0.275 -1.468
C -2.122 -0.261 -2.242
O -2.603 -1.304 -3.178
C -2.202 -2.647 -3.071
O -1.257 -3.017 -2.387
C -3.025 -3.523 -4.020
F -3.013 -4.800 -3.553
F -4.204 -2.963 -4.182
F -2.370 -3.490 -5.192
H -3.067 1.242 -1.056
H -3.713 -0.495 -0.784
H -4.133 0.623 -2.146
H -1.426 -0.662 -1.505
H -1.787 0.607 -2.810
C -2.860 -3.816 2.932
C -3.781 -3.267 1.768
O -4.104 -1.840 2.001
C -3.195 -0.848 1.915
O -2.003 -0.967 1.561
C -3.786 0.588 2.320
F -5.138 0.578 2.246
F -3.411 0.722 3.592
F -3.346 1.532 1.514
H -3.268 -3.528 3.900
H -1.806 -3.544 2.988
H -2.658 -4.877 2.785
H -4.778 -3.705 1.812
H -3.361 -3.555 0.804
C 0.619 2.682 -5.731
C 0.390 1.681 -4.512
O 0.639 2.363 -3.268
C 1.879 2.599 -2.747
O 2.916 1.979 -3.030
C 1.944 3.607 -1.640
F 0.910 4.422 -1.575
F 1.978 2.874 -0.564
F 3.054 4.378 -1.718
H 1.548 3.243 -5.835
H -0.094 3.484 -5.926
H 0.645 2.061 -6.626
H 1.055 0.818 -4.483
H -0.669 1.425 -4.490
C -2.011 4.403 1.045
C -0.845 3.440 1.134
O -0.380 3.610 2.559
C 0.083 2.600 3.349
O 0.315 1.381 2.971
C 0.496 3.136 4.696
F 1.196 2.207 5.396
F 1.096 4.292 4.634
F -0.594 3.378 5.474
H -1.771 5.435 1.302
H -2.935 3.965 1.423
H -2.343 4.415 0.007
H 0.001 3.733 0.512
H -1.019 2.380 0.944
C 1.585 -1.220 -2.427
C 2.328 -2.068 -1.326
O 1.779 -3.308 -1.030
C 0.720 -3.394 -0.235
O 0.307 -2.479 0.523
C 0.233 -4.865 -0.125
F -0.986 -5.025 0.305
F 0.310 -5.490 -1.266
F 1.091 -5.527 0.670
H 2.219 -0.338 -2.517
H 0.520 -1.094 -2.231
H 1.572 -1.790 -3.356
H 2.443 -1.480 -0.415
H 3.302 -2.390 -1.692



3.
69
Properties=species:S:1:pos:R:3 method="wB97M-V/def2-TZVPD" e_above_lowest_kj_mol=110.28 homo_lumo_gap_ev="3.43 / 3.51" total_charge=-2 e_lumo_ev="4.029 / 4.029" multiplicity=2
V 1.397 -0.658 -0.935
N -0.272 -1.554 0.313
C -1.518 -1.375 -0.442
C -1.265 -1.208 -1.953
O -2.209 -1.422 -2.736
N -0.045 -0.790 -2.226
C 0.325 -0.465 -3.584
C 1.836 -0.149 -3.630
O 2.349 0.127 -4.719
O 2.463 -0.196 -2.515
H 0.100 -2.483 0.142
H -0.433 -1.453 1.309
H -1.977 -0.441 -0.119
H -2.242 -2.184 -0.287
H -0.216 0.418 -3.947
H 0.098 -1.287 -4.272
C 1.913 -4.645 -2.698
O 2.175 -5.383 -1.511
C 2.628 -4.726 -0.377
C 3.172 -5.563 0.584
C 3.660 -5.048 1.784
C 3.631 -3.689 1.997
C 3.079 -2.801 1.050
C 3.095 -1.405 1.335
N 2.577 -0.452 0.564
N 2.767 0.833 0.984
C 2.001 1.657 0.307
O 1.090 1.222 -0.519
C 2.151 3.097 0.544
C 2.811 3.589 1.677
C 2.961 4.950 1.872
C 2.466 5.857 0.940
C 1.822 5.376 -0.194
C 1.664 4.016 -0.391
C 2.505 -3.325 -0.164
O 1.855 -2.568 -1.009
H 1.893 -5.388 -3.500
H 2.692 -3.911 -2.903
H 0.956 -4.126 -2.656
H 3.200 -6.628 0.382
H 4.061 -5.719 2.536
H 4.040 -3.276 2.914
H 3.585 -1.090 2.256
H 3.187 2.874 2.396
H 3.475 5.309 2.757
H 2.589 6.922 1.097
H 1.452 6.071 -0.940
H 1.170 3.637 -1.275
C -6.216 2.292 1.152
Ge -4.510 1.375 0.635
C -4.291 0.012 2.063
C -4.844 0.557 -1.122
C -3.087 2.745 0.642
Se -1.238 2.166 0.073
C -0.805 1.522 1.862
H -7.027 1.562 1.148
H -6.473 3.089 0.453
H -6.151 2.723 2.152
H -5.212 -0.564 2.163
H -4.079 0.487 3.021
H -3.482 -0.680 1.831
H -5.685 -0.135 -1.060
H -3.981 0.014 -1.509
H -5.094 1.338 -1.843
H -3.001 3.209 1.627
H -3.379 3.524 -0.066
H -1.653 0.961 2.252
H -0.584 2.375 2.502
H 0.074 0.886 1.785



4.
66
Properties=species:S:1:pos:R:3 method="wB97M-V/def2-TZVPD" e_above_lowest_kj_mol=0.00 homo_lumo_gap_ev=8.32 e_lumo_ev=0.363 smiles="COCCn1c(C)cc(C(=O)COC(=O)CCc2ccc(S(=O)(=O)N3CCOCC3)cc2)c1C"
C -2.710 -4.101 -0.063
O -1.531 -4.465 -0.747
C -0.358 -3.917 -0.208
C -0.322 -2.377 -0.307
N 1.013 -1.860 -0.192
C 1.872 -1.677 -1.253
C 1.469 -1.940 -2.661
C 3.059 -1.225 -0.766
C 2.937 -1.129 0.652
C 3.942 -0.724 1.604
O 3.854 -0.860 2.809
C 5.227 -0.107 1.022
O 4.989 0.702 -0.123
C 4.360 1.859 0.083
O 4.122 2.320 1.167
C 3.995 2.509 -1.237
C 2.755 3.395 -1.079
C 1.545 2.582 -0.710
C 1.159 2.457 0.621
C 0.027 1.739 0.959
C -0.721 1.145 -0.039
S -2.251 0.351 0.409
O -2.760 -0.370 -0.730
O -2.080 -0.395 1.627
N -3.174 1.699 0.782
C -4.152 1.536 1.842
C -5.435 0.905 1.297
O -5.952 1.662 0.224
C -5.025 1.742 -0.837
C -3.715 2.389 -0.374
C -0.339 1.229 -1.363
C 0.799 1.944 -1.695
C 1.641 -1.543 0.964
C 0.991 -1.632 2.293
H -2.622 -4.311 1.010
H -3.504 -4.712 -0.488
H -2.951 -3.043 -0.201
H -0.234 -4.225 0.841
H 0.458 -4.347 -0.796
H -0.742 -2.087 -1.273
H -0.943 -1.945 0.476
H 1.123 -2.965 -2.791
H 0.666 -1.270 -2.969
H 2.322 -1.777 -3.313
H 3.934 -1.012 -1.346
H 5.896 -0.905 0.691
H 5.707 0.479 1.813
H 4.844 3.114 -1.564
H 3.829 1.723 -1.974
H 2.575 3.922 -2.017
H 2.953 4.126 -0.294
H 1.754 2.922 1.392
H -0.292 1.636 1.984
H -3.701 0.902 2.603
H -4.363 2.527 2.257
H -6.215 0.883 2.059
H -5.214 -0.120 0.962
H -5.502 2.344 -1.612
H -4.808 0.737 -1.225
H -2.968 2.352 -1.167
H -3.891 3.430 -0.087
H -0.943 0.742 -2.113
H 1.100 2.022 -2.730
H 0.887 -2.674 2.597
H -0.001 -1.182 2.280
H 1.615 -1.130 3.025



5.
62
Properties=species:S:1:pos:R:3 method="wB97M-V/def2-TZVPD" homo_lumo_gap_ev="8.00 / 8.41" total_charge=+2 e_lumo_ev="-5.812 / -5.540" multiplicity=2
Ti -0.343 0.177 -1.262
N 0.274 -1.681 -2.152
C -0.880 -2.181 -2.934
C -2.169 -1.823 -2.214
N -2.305 -0.348 -2.024
C -3.306 -0.030 -0.971
C -3.061 1.375 -0.457
N -1.634 1.442 -0.043
C -2.606 0.371 -3.300
C -1.600 1.467 -3.555
N -0.233 0.924 -3.306
H 1.142 -1.634 -2.689
H 0.479 -2.294 -1.347
H -0.833 -3.272 -3.024
H -0.849 -1.764 -3.951
H -2.217 -2.257 -1.205
H -3.039 -2.199 -2.764
H -3.179 -0.781 -0.179
H -4.331 -0.137 -1.365
H -3.731 1.590 0.385
H -3.251 2.147 -1.211
H -1.541 1.065 0.909
H -1.284 2.400 0.052
H -3.619 0.786 -3.249
H -2.588 -0.369 -4.116
H -1.776 2.328 -2.887
H -1.712 1.847 -4.579
H 0.482 1.660 -3.338
H 0.022 0.259 -4.036
C 4.928 -1.877 2.118
C 4.581 -1.713 0.777
C 3.275 -1.368 0.437
C 2.309 -1.189 1.435
C 2.654 -1.367 2.785
C 3.964 -1.710 3.111
P 0.739 -0.468 0.931
C -0.317 -0.518 2.392
C -0.913 0.619 2.979
C -1.865 0.448 3.985
C -2.230 -0.827 4.423
C -1.623 -1.950 3.853
C -0.682 -1.799 2.837
C 1.372 1.189 0.537
C 2.316 1.901 1.296
C 2.904 3.031 0.743
C 2.570 3.442 -0.549
C 1.632 2.736 -1.286
C 1.020 1.591 -0.790
H 5.949 -2.118 2.395
H 5.320 -1.828 -0.007
H 2.999 -1.192 -0.605
H 1.912 -1.213 3.559
H 4.235 -1.846 4.154
H -0.584 1.618 2.686
H -2.309 1.322 4.450
H -2.958 -0.926 5.219
H -1.894 -2.941 4.188
H -0.203 -2.671 2.393
H 2.580 1.564 2.292
H 3.612 3.592 1.341
H 3.039 4.313 -0.987
H 1.358 3.088 -2.280



6.
63
Properties=species:S:1:pos:R:3 method="wB97M-V/def2-TZVPD" e_above_lowest_kj_mol=96.45 homo_lumo_gap_ev=8.69 e_lumo_ev=0.507 smiles="CCn1nc(C)c(CN2CCC(n3nccc3NC(=O)Cc3ccccc3)CC2)c1C"
C 7.711 1.214 -1.148
C 6.442 1.936 -0.722
N 5.457 1.003 -0.236
N 5.617 -0.316 -0.363
C 4.542 -0.879 0.165
C 4.381 -2.358 0.194
C 3.660 0.108 0.652
C 2.339 -0.081 1.321
N 1.282 0.586 0.568
C 0.021 0.677 1.274
C -0.740 -0.650 1.368
C -0.959 -1.218 -0.035
N -1.569 -2.526 0.047
N -0.875 -3.545 0.546
C -1.655 -4.604 0.477
C -2.897 -4.276 -0.075
C -2.805 -2.921 -0.332
N -3.751 -2.069 -0.913
C -4.249 -0.940 -0.320
O -3.836 -0.504 0.726
C -5.357 -0.295 -1.150
C -5.729 1.052 -0.599
C -4.830 2.107 -0.687
C -5.147 3.346 -0.163
C -6.370 3.546 0.455
C -7.270 2.499 0.549
C -6.949 1.258 0.029
C 0.376 -1.318 -0.774
C 1.084 0.043 -0.759
C 4.285 1.310 0.368
C 3.840 2.703 0.621
H 7.484 0.498 -1.932
H 8.440 1.932 -1.514
H 8.131 0.671 -0.308
H 6.664 2.655 0.074
H 6.023 2.490 -1.572
H 4.263 -2.711 1.217
H 3.503 -2.660 -0.376
H 5.262 -2.821 -0.242
H 2.364 0.382 2.313
H 2.158 -1.157 1.458
H -0.601 1.404 0.739
H 0.209 1.069 2.277
H -1.706 -0.490 1.847
H -0.173 -1.376 1.953
H -1.642 -0.566 -0.589
H -1.308 -5.557 0.822
H -3.734 -4.918 -0.256
H -4.265 -2.463 -1.688
H -6.222 -0.962 -1.142
H -5.004 -0.200 -2.181
H -3.873 1.953 -1.167
H -4.438 4.158 -0.235
H -6.619 4.514 0.864
H -8.225 2.647 1.033
H -7.654 0.442 0.112
H 0.988 -2.071 -0.276
H 0.215 -1.640 -1.805
H 0.483 0.767 -1.321
H 2.058 -0.040 -1.245
H 4.461 3.180 1.381
H 2.809 2.684 0.961
H 3.901 3.299 -0.289



7.
64
Properties=species:S:1:pos:R:3 method="wB97M-V/def2-TZVPD" e_above_lowest_kj_mol=177.32 homo_lumo_gap_ev=8.44 e_lumo_ev=0.294 smiles="CCc1ccc(-c2cc3c(=O)n(CC(=O)NCCN4CCCC[C@@H]4C)nc(C)n3n2)cc1"
C 9.565 2.522 1.461
C 9.536 1.616 0.228
C 8.163 1.043 0.034
C 7.802 -0.157 0.637
C 6.527 -0.665 0.496
C 5.571 0.020 -0.255
C 4.233 -0.527 -0.392
C 3.122 0.030 -1.063
C 2.105 -0.885 -0.888
C 0.717 -0.948 -1.290
O 0.124 -0.086 -1.925
N 0.086 -2.102 -0.882
C -1.300 -2.339 -1.232
C -2.285 -1.614 -0.293
O -3.042 -2.222 0.433
N -2.206 -0.278 -0.372
C -3.071 0.600 0.381
C -4.257 1.129 -0.458
N -5.504 0.921 0.245
C -5.993 -0.443 0.130
C -7.104 -0.685 1.145
C -8.234 0.313 0.932
C -7.667 1.727 0.997
C -6.521 1.931 -0.002
C -7.034 2.001 -1.450
N 0.660 -3.084 -0.165
C 1.883 -3.006 0.203
C 2.524 -4.082 0.998
N 2.639 -1.913 -0.144
N 3.909 -1.701 0.154
C 5.931 1.223 -0.860
C 7.210 1.723 -0.714
H 10.559 2.939 1.605
H 9.292 1.959 2.351
H 8.858 3.341 1.346
H 9.824 2.197 -0.651
H 10.261 0.810 0.358
H 8.532 -0.699 1.221
H 6.247 -1.596 0.962
H 3.057 0.954 -1.595
H -1.478 -3.411 -1.152
H -1.461 -1.992 -2.257
H -1.573 0.134 -1.051
H -3.465 0.030 1.225
H -2.474 1.429 0.766
H -4.130 2.199 -0.634
H -4.244 0.623 -1.438
H -5.164 -1.124 0.330
H -6.362 -0.662 -0.887
H -7.468 -1.709 1.049
H -6.694 -0.559 2.149
H -8.705 0.139 -0.037
H -9.001 0.188 1.700
H -8.450 2.463 0.803
H -7.276 1.900 2.001
H -6.051 2.898 0.225
H -7.531 1.080 -1.741
H -7.743 2.819 -1.547
H -6.209 2.178 -2.136
H 2.893 -3.671 1.936
H 1.803 -4.868 1.193
H 3.378 -4.481 0.454
H 5.211 1.770 -1.450
H 7.475 2.656 -1.190